Formula: C4H11N3
Source: OMol25
Level of theory: ωB97M-V with the def2-TZVPD basis set

Geometry as ORCA input:
```
! wB97M-V def2-TZVPD RIJCOSX def2/J DEFGRID3
* xyz 0 1
C 0.62 1.65 -0.50
N 1.30 -1.59 0.99
C 0.62 -0.33 0.81
N 0.80 0.23 -0.50
H 2.23 -1.43 1.37
H 1.44 -2.04 0.08
H 0.87 0.34 1.64
H 0.70 2.05 -1.51
H 1.35 2.15 0.14
H -0.38 1.92 -0.09
C -0.92 -0.54 -1.36
C -0.90 -0.53 0.75
N -1.83 0.35 1.03
H -1.42 1.15 1.52
H -1.14 -1.60 0.68
H -0.32 -1.12 -2.06
H -1.84 -1.11 -1.25
H -1.18 0.44 -1.74
*
```

For the max |F|, the calculation gives 2.61 eV/A. The lowest unoccupied orbital energy (spin up / spin down) comes out at -0.17 / -0.17 eV. The total energy comes out at -8791.9247 eV. Its gap between HOMO and LUMO (spin up / spin down) is 8.601 / 8.600 eV. The HOMO energy (spin up / spin down) is -8.773 / -8.770 eV. For the energy above the lowest of the compared OMol25 structures with the same formula, charge and spin, the calculation gives 131.3 kcal/mol.

---

Formula: C4H11N3
Source: OMol25
Level of theory: ωB97M-V with the def2-TZVPD basis set

Geometry as ORCA input:
```
! wB97M-V def2-TZVPD RIJCOSX def2/J DEFGRID3
* xyz 0 1
C 1.02 0.17 1.06
C 0.72 -0.97 -1.08
C -0.57 -0.10 -1.70
N 1.54 -0.14 -0.26
C -0.47 0.57 1.06
N -1.34 -0.46 1.37
N -0.89 1.78 1.07
H 1.80 0.70 -0.76
H -1.04 -1.15 2.03
H -2.31 -0.21 1.39
H -0.19 2.46 0.81
H 1.62 0.98 1.46
H 1.15 -0.71 1.69
H 0.28 -1.75 -0.46
H 1.31 -1.36 -1.91
H -1.39 0.31 -1.12
H -0.19 0.71 -2.32
H -1.06 -0.84 -2.34
*
```

For the max |F|, the calculation gives 3.36 eV/A. The lowest unoccupied orbital energy comes out at 0.96 eV. As for the SMILES: [H]/N=C(/N)CNCC. The total energy comes out at -8795.8485 eV. Its gap between HOMO and LUMO is 9.432 eV. The HOMO energy is -8.472 eV. For the energy above the lowest of the compared OMol25 structures with the same formula, charge and spin, the calculation gives 40.8 kcal/mol.

---

Formula: C4H11N3
Source: OMol25
Level of theory: ωB97M-V with the def2-TZVPD basis set

Geometry as ORCA input:
```
! wB97M-V def2-TZVPD RIJCOSX def2/J DEFGRID3
* xyz 0 1
C -1.15 0.35 -1.46
C -0.17 -0.71 -0.94
C 0.21 -0.51 0.52
N 2.92 0.27 2.33
C 1.73 0.47 2.06
N 1.19 0.56 0.71
N -2.52 0.06 -1.05
H -0.87 1.34 -1.09
H -1.01 0.39 -2.54
H 0.73 -0.64 -1.54
H -0.61 -1.70 -1.11
H -0.68 -0.39 1.15
H 0.68 -1.45 0.82
H 3.60 0.30 1.58
H 0.97 0.73 2.81
H 0.83 1.48 0.49
H -3.21 0.42 -1.70
H -2.64 -0.95 -1.04
*
```

For the max |F|, the calculation gives 2.44 eV/A. The lowest unoccupied orbital energy comes out at 1.08 eV. As for the SMILES: [H]/N=C\NCCCN. The total energy comes out at -8795.6437 eV. Its gap between HOMO and LUMO is 10.335 eV. The HOMO energy is -9.253 eV. For the energy above the lowest of the compared OMol25 structures with the same formula, charge and spin, the calculation gives 45.6 kcal/mol.

---

Formula: C4H11N3
Source: OMol25
Level of theory: ωB97M-V with the def2-TZVPD basis set

Geometry as ORCA input:
```
! wB97M-V def2-TZVPD RIJCOSX def2/J DEFGRID3
* xyz 0 1
C -1.25 0.00 0.91
C -0.02 0.07 -1.81
C 0.22 -0.17 0.67
C 0.77 -0.12 -0.56
N 1.05 -0.56 1.76
N 2.11 -0.50 -0.74
N -1.73 1.34 0.60
H 0.56 -0.48 2.65
H 1.40 -1.51 1.66
H 2.64 -0.38 0.12
H 2.54 -0.04 -1.53
H -2.73 1.40 0.76
H -1.56 1.56 -0.36
H -1.48 -0.19 1.97
H -1.78 -0.76 0.22
H 0.45 -0.47 -2.64
H -1.07 -0.31 -1.64
H -0.10 1.12 -2.07
*
```

For the max |F|, the calculation gives 1.52 eV/A. The lowest unoccupied orbital energy comes out at 1.03 eV. As for the SMILES: C/C(N)=C(/N)CN. The total energy comes out at -8796.1750 eV. Its gap between HOMO and LUMO is 8.257 eV. The HOMO energy is -7.228 eV. For the energy above the lowest of the compared OMol25 structures with the same formula, charge and spin, the calculation gives 33.3 kcal/mol.

---

Formula: C4H11N3
Source: OMol25
Level of theory: ωB97M-V with the def2-TZVPD basis set

Geometry as ORCA input:
```
! wB97M-V def2-TZVPD RIJCOSX def2/J DEFGRID3
* xyz 0 1
C -0.69 0.35 0.22
C -1.43 -0.26 -0.95
C -0.73 1.85 0.32
N -0.80 -0.36 1.39
H 0.63 0.07 -0.18
H -0.31 -1.28 1.29
H -0.41 0.12 2.19
H -2.50 -0.09 -0.82
H -1.11 0.19 -1.89
H -1.25 -1.33 -1.00
H -1.75 2.17 0.52
H -0.09 2.22 1.12
H -0.42 2.31 -0.62
N 2.50 -0.23 -1.08
N 1.38 -1.77 0.46
C 1.70 -0.78 -0.28
H 2.12 -2.32 0.86
H 3.14 -0.86 -1.56
*
```

For the max |F|, the calculation gives 1.42 eV/A. The lowest unoccupied orbital energy comes out at 0.28 eV. The total energy comes out at -8794.2861 eV. Its gap between HOMO and LUMO is 8.743 eV. The HOMO energy is -8.466 eV. For the energy above the lowest of the compared OMol25 structures with the same formula, charge and spin, the calculation gives 76.9 kcal/mol.

---

Formula: C4H11N3
Source: OMol25
Level of theory: ωB97M-V with the def2-TZVPD basis set

Geometry as ORCA input:
```
! wB97M-V def2-TZVPD RIJCOSX def2/J DEFGRID3
* xyz 2 1
C 0.38 -0.84 -0.08
C -1.13 -1.27 0.04
C -0.72 1.14 -0.29
C 1.63 1.38 0.17
N 0.52 0.47 -0.11
N 1.28 -1.77 -0.02
N -1.80 0.00 0.03
H -1.48 -1.98 -0.78
H -1.11 -1.87 0.98
H -0.89 2.04 0.34
H -0.95 1.62 -1.36
H 2.29 0.88 0.85
H 2.01 1.75 -0.77
H 1.19 2.12 0.69
H 1.27 -2.77 -0.01
H 2.30 -1.39 -0.08
H -2.57 0.25 -0.55
H -2.19 0.25 0.95
*
```

For the max |F|, the calculation gives 5.41 eV/A. The lowest unoccupied orbital energy comes out at -7.92 eV. As for the SMILES: CN1C[NH2+]CC1=[NH2+]. The total energy comes out at -8778.2811 eV. Its gap between HOMO and LUMO is 11.617 eV. The HOMO energy is -19.537 eV. For the energy above the lowest of the compared OMol25 structures with the same formula, charge and spin, the calculation gives 19.4 kcal/mol.